The following is a DFT calculation (the ωB97M-V functional and the def2-TZVPD basis) of a structure of composition C44H88F3NO20Si2.

The geometry in XYZ format:
```
158
Properties=species:S:1:pos:R:3:forces:R:3:mulliken_charge:R:1
C 5.586668 3.664385 -0.200499 -0.242 0.329 -0.373 -0.216
C 6.304402 3.599493 -1.619658 2.646 2.474 -1.284 0.530
O 7.187159 4.435438 -1.957712 -3.609 -3.371 1.485 -0.576
O 5.927518 2.591771 -2.585934 0.580 0.797 2.345 -0.300
C 6.781787 1.417228 -2.454538 1.071 -0.896 0.247 -0.691
Si 5.710231 -0.175788 -2.767727 0.118 0.116 -0.051 0.491
C 5.122446 -0.023105 -4.605425 0.538 -0.096 -0.741 -0.662
C 5.055560 -1.431254 -5.381493 0.322 -2.221 -0.363 -0.188
C 6.133047 -1.525176 -6.563970 -0.899 -0.867 -0.408 0.055
F 7.534840 -1.486023 -6.255919 -2.709 1.856 -0.592 -0.265
C 5.690487 -1.631390 -7.936174 0.806 0.634 0.662 0.082
F 5.502839 -0.489969 -8.789193 1.690 -3.589 0.906 -0.206
F 5.443624 -2.907665 -8.484911 -1.234 3.625 0.855 -0.179
O 6.634901 -1.631553 -2.685643 -0.717 2.600 0.933 -0.618
C 7.513327 -1.671383 -1.528208 0.833 -1.550 0.701 -0.876
C 6.741419 -2.107684 -0.174192 0.450 1.063 -0.289 0.810
N 7.514458 -3.218453 0.449864 -1.140 -0.084 0.255 -0.267
C 6.728646 -4.482365 0.557686 0.127 -0.930 0.159 -0.654
C 6.234440 -5.032483 -0.868978 -1.388 0.094 0.920 1.289
C 5.601822 -6.502100 -0.642960 0.751 0.682 0.218 -1.203
O 7.240416 -4.978774 -1.908321 0.020 -0.594 1.795 -0.512
O 4.411847 -0.086490 -1.617506 0.141 -1.518 -2.604 0.467
Si 3.022061 -1.006824 -2.089813 -1.213 0.926 3.089 0.451
C 2.949353 -2.599798 -0.967259 0.457 1.431 0.144 0.221
O 1.540190 -2.867316 -0.659593 1.609 -2.087 -1.686 -0.332
O 1.184865 -2.211898 0.471156 -0.616 1.761 2.324 -0.271
O 1.600399 -0.104543 -1.706315 2.217 -0.310 -0.967 -0.401
C 1.652007 1.237670 -2.277474 -0.266 -0.170 -0.513 -0.303
C 1.686514 2.400387 -1.167304 0.540 0.428 -0.438 1.397
C 1.586069 1.886534 0.345060 -0.392 -0.103 0.775 -0.838
C 0.600679 3.509884 -1.581057 0.254 0.661 0.866 -1.268
C -0.817057 3.384372 -0.845834 -1.198 0.472 -1.157 1.565
C -1.834201 4.368228 -1.659744 0.501 -1.016 -0.533 -1.358
C -1.486636 1.920194 -0.918347 -0.236 -0.097 1.100 -0.641
H 5.945716 4.606347 0.357488 -0.318 -1.620 -1.047 0.310
H 4.451779 3.792614 -0.345259 1.727 -0.505 0.156 0.024
H 5.802727 2.730700 0.429234 -0.407 1.281 -1.072 0.049
H 7.594735 1.449641 -3.260999 -0.938 0.084 1.117 0.274
H 7.324167 1.354116 -1.434918 -0.907 0.351 -1.478 0.459
H 4.122382 0.520285 -4.668192 1.352 -0.677 -0.062 0.256
H 5.915659 0.616025 -5.151275 -1.288 -0.744 0.960 0.552
H 5.195595 -2.351903 -4.703969 -0.177 1.608 -0.567 0.193
H 4.004385 -1.550968 -5.842944 1.812 0.207 0.430 0.447
H 8.123238 -0.721676 -1.352335 -0.998 -0.956 -0.446 0.310
H 8.283729 -2.505630 -1.738962 -1.367 1.330 0.344 0.366
H 6.688619 -1.192779 0.529568 0.066 -1.377 -0.947 0.131
H 5.659666 -2.371293 -0.430138 1.548 0.165 0.346 -0.867
H 7.849111 -2.960221 1.387595 -0.453 -0.134 -0.622 0.299
H 5.854317 -4.391199 1.320502 1.265 -0.250 -1.620 0.239
H 7.435393 -5.282783 0.990647 -0.891 1.112 -0.570 0.418
H 5.374489 -4.361690 -1.205353 1.282 -0.825 0.132 -0.739
H 4.576600 -6.405167 -0.144326 1.440 -0.186 -0.710 0.288
H 6.314743 -7.057157 0.074043 -1.205 0.516 -1.213 0.299
H 5.513852 -7.037184 -1.644358 0.101 0.657 1.402 0.345
H 8.064750 -5.293787 -1.467415 -0.716 0.388 -0.618 0.356
H 3.035199 -1.468782 -3.476392 0.148 0.288 -0.341 -0.250
H 3.447728 -3.422342 -1.581575 -0.990 0.542 1.235 0.103
H 3.475509 -2.380402 0.031259 -0.448 -0.669 -1.487 -0.187
H 1.612880 -2.607824 1.269661 -0.084 -0.373 -1.058 0.293
H 0.710118 1.341735 -2.937874 1.480 -0.057 1.026 0.319
H 2.579184 1.267639 -2.974009 -1.415 0.536 0.976 -0.191
H 2.721224 2.909490 -1.270595 -1.614 -0.834 0.112 -0.529
H 0.862607 0.994268 0.472683 1.340 1.355 -0.383 0.134
H 2.624586 1.571399 0.745150 -1.641 0.382 -0.772 0.203
H 1.182301 2.695362 1.081498 0.833 -1.140 -1.517 0.159
H 1.042701 4.541995 -1.300048 -0.752 -1.515 -0.375 0.311
H 0.463040 3.557339 -2.729079 0.154 -0.326 1.802 0.343
H -0.806220 3.738657 0.252840 0.446 -0.649 -1.755 -0.439
H -1.530985 5.465665 -1.602486 -0.531 -1.409 0.108 0.343
H -1.739390 4.032345 -2.763426 -0.299 0.679 1.660 0.324
H -2.927485 4.168970 -1.378870 1.604 0.550 -0.223 0.315
H -2.260512 1.802766 -1.750278 1.208 0.336 0.942 0.074
H -0.742515 1.057386 -0.962677 -0.932 1.218 -0.046 0.047
H -2.063495 1.786114 0.077506 0.796 0.064 -1.592 0.148
O -4.418391 2.671379 -3.376636 -0.657 -0.355 0.375 -0.561
C -5.335575 1.885902 -3.278149 0.692 0.118 -0.248 0.796
O -6.032692 1.809549 -2.131705 -0.091 0.518 0.216 -0.358
C -7.245505 1.052878 -1.976348 0.007 -0.358 0.115 -0.523
C -6.944220 -0.393852 -1.648473 0.316 0.015 0.172 -0.681
C -5.645882 0.924587 -4.390482 -0.521 0.143 -0.458 -0.965
H -7.891147 1.159337 -2.851467 0.143 -0.038 -0.046 0.371
H -7.783030 1.506572 -1.139603 0.243 0.189 -0.104 0.314
H -6.394045 -0.882205 -2.451169 -0.210 0.052 0.073 0.211
H -7.867368 -0.950347 -1.475087 0.119 0.037 -0.089 0.226
H -6.320697 -0.459857 -0.752111 -0.121 0.170 0.034 0.324
H -4.984460 0.060518 -4.311912 -0.078 0.035 0.016 0.219
H -5.467882 1.429034 -5.341773 0.241 -0.056 0.164 0.358
H -6.681769 0.592485 -4.408697 0.090 -0.230 0.137 0.301
O 5.186171 -3.182028 2.941099 0.290 0.761 0.369 -0.630
C 5.257277 -2.061186 3.398283 -0.327 -0.515 0.048 0.903
O 6.453818 -1.550663 3.732687 0.350 -0.230 -0.447 -0.375
C 6.670221 -0.177130 4.103348 -0.061 0.198 0.320 -0.395
C 6.400408 0.036922 5.577462 -0.036 -0.081 0.177 -0.727
C 4.014047 -1.267986 3.685628 -0.187 0.460 -0.440 -0.800
H 6.091903 0.497983 3.468141 -0.087 -0.114 0.059 0.242
H 7.723010 0.031924 3.897501 -0.102 -0.282 -0.110 0.445
H 5.360766 -0.175825 5.832696 0.019 0.159 -0.053 0.272
H 6.621874 1.067256 5.864078 -0.110 -0.090 -0.050 0.016
H 7.017168 -0.635473 6.179860 0.046 0.050 -0.130 0.343
H 3.614986 -1.566917 4.656093 0.041 0.028 -0.053 0.285
H 3.277756 -1.487417 2.910452 0.054 -0.155 0.170 -0.058
H 4.165614 -0.190825 3.667534 0.006 -0.016 0.216 0.379
O 0.190749 4.434064 2.794775 -0.529 -0.430 0.501 -0.573
C -0.827142 4.194027 3.403876 0.368 0.302 -0.630 0.828
O -0.980561 3.003825 4.010577 0.383 -0.226 0.276 -0.346
C -2.058566 2.688690 4.906619 -0.216 -0.061 -0.124 -0.415
C -3.280193 2.222047 4.142111 -0.108 0.023 -0.188 -0.959
C -1.965665 5.174459 3.411188 -0.113 0.435 0.512 -1.073
H -2.274523 3.526761 5.573556 0.018 0.039 -0.133 0.370
H -1.699821 1.874402 5.540931 0.205 0.133 -0.180 0.325
H -3.664810 3.001152 3.481183 -0.021 0.010 0.109 0.265
H -4.076962 1.928325 4.830159 0.073 0.019 -0.034 0.366
H -3.030111 1.366671 3.509466 0.023 0.031 0.135 0.287
H -2.556143 5.044215 2.502694 0.038 -0.005 0.046 0.256
H -1.551410 6.183824 3.429590 0.028 -0.156 -0.247 0.339
H -2.611183 5.092236 4.283261 -0.133 -0.134 -0.120 0.331
O -7.680544 -2.287657 -3.676119 -0.825 -0.569 0.070 -0.534
C -8.600354 -3.070815 -3.581103 0.656 0.075 -0.266 0.855
O -9.299466 -3.146535 -2.436080 -0.004 0.496 0.210 -0.347
C -10.515728 -3.899907 -2.281364 -0.109 -0.304 -0.002 -0.210
C -10.217094 -5.347680 -1.951873 0.162 -0.148 -0.015 -1.075
C -8.911212 -4.028828 -4.695883 -0.513 0.114 -0.453 -1.148
H -11.160746 -3.791880 -3.156139 0.097 -0.004 0.025 0.388
H -11.052515 -3.446095 -1.444974 0.215 0.147 -0.138 0.135
H -9.665890 -5.839348 -2.755810 -0.117 0.011 -0.020 0.290
H -11.142518 -5.902130 -1.778076 0.052 0.084 -0.024 0.353
H -9.594521 -5.414319 -1.055844 -0.116 0.060 -0.023 0.328
H -8.252338 -4.895012 -4.617715 -0.040 0.057 0.007 0.277
H -8.729868 -3.523197 -5.645731 0.228 -0.072 0.163 0.323
H -9.948223 -4.357360 -4.716774 0.065 -0.168 0.124 0.333
O -14.190649 -3.122969 -3.375846 0.074 0.169 0.883 -0.558
C -14.558467 -2.641969 -2.327544 -0.197 -0.280 -0.776 0.800
O -13.974964 -3.020141 -1.176103 0.575 -0.087 0.050 -0.363
C -14.200536 -2.383851 0.093408 -0.232 -0.043 0.144 -0.400
C -15.429053 -2.951229 0.773818 -0.192 -0.089 -0.041 -1.012
C -15.725210 -1.696383 -2.284329 0.085 0.671 0.028 -1.027
H -14.242503 -1.297332 -0.012334 -0.069 -0.074 -0.102 0.371
H -13.320550 -2.600671 0.704045 0.016 -0.072 -0.290 0.333
H -16.333431 -2.771280 0.189553 0.044 0.097 0.059 0.273
H -15.562475 -2.505999 1.762831 0.033 -0.030 -0.079 0.363
H -15.336362 -4.034332 0.886462 0.089 0.112 0.040 0.315
H -16.652086 -2.271800 -2.269490 0.063 0.033 0.007 0.278
H -15.700462 -1.076973 -3.182306 -0.069 -0.281 -0.025 0.304
H -15.705059 -1.011541 -1.439138 -0.126 -0.146 0.109 0.333
O 5.425358 3.363063 5.814016 0.585 0.048 0.665 -0.543
C 6.194647 3.922492 6.563182 -0.647 0.106 -0.498 0.845
O 6.574012 3.321897 7.705333 0.123 -0.542 -0.009 -0.363
C 7.616678 3.810521 8.566161 -0.038 0.196 0.177 -0.424
C 7.081085 4.845968 9.533169 -0.152 0.156 0.018 -0.975
C 6.659059 5.323130 6.280251 0.606 0.126 -0.289 -1.075
H 8.467029 4.176862 7.986269 -0.129 0.042 -0.049 0.356
H 7.977025 2.946351 9.129514 -0.195 -0.055 -0.230 0.337
H 6.694543 5.723617 9.011628 0.121 -0.008 0.006 0.274
H 7.863929 5.170989 10.222895 -0.050 -0.045 -0.059 0.354
H 6.252033 4.432920 10.113190 0.139 -0.049 -0.024 0.307
H 5.905367 6.028472 6.633570 0.047 -0.050 -0.019 0.262
H 6.779287 5.435336 5.201518 -0.272 -0.015 0.109 0.304
H 7.623323 5.564438 6.722699 -0.113 0.083 0.172 0.365
```
Positions in Å, forces in eV/Å.

Output
Total energy   -113394.6260 eV